a.
Here is a cluster of 6 separate species, H12O6 in total from the OMol25 dataset. Energies are from wB97M-V/def2-TZVPD.

* highest occupied orbital energy: -10.5 eV
* orbital gap: 10.563 eV
* net charge: 0
* 2S+1: 1
* SMILES string: O.O.O.O.O.O

Positions of all 18 atoms, in Å:
1 O -0.331 -3.139 -1.364
2 H 0.103 -2.417 -1.033
3 H -0.873 -2.859 -2.059
4 O -2.798 -0.647 0.713
5 H -1.877 -0.525 0.381
6 H -3.020 -1.384 0.264
7 O 0.020 2.407 1.948
8 H 0.735 1.745 2.071
9 H 0.432 3.057 2.570
10 O 0.028 0.638 -2.902
11 H -0.758 0.501 -3.276
12 H 0.633 -0.016 -3.276
13 O -0.096 -0.380 -0.156
14 H 0.436 0.265 0.151
15 H 0.138 -0.123 -1.040
16 O 2.147 0.696 2.302
17 H 2.402 1.201 3.030
18 H 2.679 0.977 1.675

b.
Here is a cluster of 6 separate species, H12O6 in total from the OMol25 dataset. Energies are from wB97M-V/def2-TZVPD.

* highest occupied orbital energy: -10.8 eV
* orbital gap: 11.164 eV
* net charge: 0
* 2S+1: 1
* SMILES string: O.O.O.O.O.O

Positions of all 18 atoms, in Å:
1 O -0.148 2.088 1.552
2 H -0.865 1.701 2.063
3 H -0.437 2.737 0.911
4 O -0.864 -6.343 -2.488
5 H -0.753 -5.473 -2.920
6 H -1.753 -6.364 -2.131
7 O 0.997 -0.693 -1.401
8 H 1.682 -0.104 -1.105
9 H 0.348 -0.228 -1.953
10 O -0.849 5.191 0.609
11 H -1.563 5.502 1.184
12 H -0.431 6.057 0.482
13 O -0.368 -2.047 0.678
14 H -0.336 -2.760 0.035
15 H -0.244 -1.309 0.055
16 O 2.246 0.606 1.518
17 H 1.795 1.440 1.623
18 H 1.544 0.002 1.289

According to the calculations, the structures order from most to least stable as b, a.

a.
Here is a cluster of 6 separate species, H12O6 in total from the OMol25 dataset. Energies are from wB97M-V/def2-TZVPD.

* highest occupied orbital energy: -11.0 eV
* orbital gap: 11.113 eV
* net charge: 0
* 2S+1: 1
* SMILES string: O.O.O.O.O.O

Positions of all 18 atoms, in Å:
1 O -19.614 -22.137 18.734
2 H -20.163 -21.741 18.049
3 H -20.171 -22.831 19.130
4 O -23.742 -21.816 19.418
5 H -24.430 -22.058 18.788
6 H -23.618 -22.609 19.977
7 O -21.299 -24.438 18.949
8 H -21.825 -24.082 18.218
9 H -20.952 -25.276 18.618
10 O -24.735 -26.815 23.675
11 H -24.289 -27.611 23.981
12 H -24.039 -26.145 23.636
13 O -22.307 -24.993 23.848
14 H -21.584 -24.406 23.595
15 H -22.571 -24.687 24.724
16 O -23.126 -23.937 21.113
17 H -22.725 -24.092 20.239
18 H -22.610 -24.488 21.710

b.
Here is a cluster of 6 separate species, H12O6 in total from the OMol25 dataset. Energies are from wB97M-V/def2-TZVPD.

* highest occupied orbital energy: -10.4 eV
* orbital gap: 10.461 eV
* net charge: 0
* 2S+1: 1
* SMILES string: O.O.O.O.O.O

Positions of all 18 atoms, in Å:
1 O -0.973 -18.621 18.677
2 H -0.262 -18.030 18.498
3 H -0.831 -19.354 18.073
4 O -1.950 -13.867 22.265
5 H -2.328 -13.144 22.773
6 H -2.177 -14.652 22.744
7 O 1.677 -16.570 20.235
8 H 0.832 -16.418 20.594
9 H 1.677 -16.448 19.280
10 O 0.867 -14.246 21.650
11 H 0.937 -14.232 20.675
12 H -0.065 -14.217 21.800
13 O -1.085 -16.877 21.156
14 H -1.350 -17.244 20.299
15 H -0.853 -17.634 21.662
16 O -3.712 -18.096 18.177
17 H -2.834 -18.299 18.392
18 H -4.005 -18.789 17.576

According to the calculations, the structures order from most to least stable as a, b.

a.
Here is a cluster of 6 separate species, H12O6 in total from the OMol25 dataset. Energies are from wB97M-V/def2-TZVPD.

* highest occupied orbital energy: -11.2 eV
* orbital gap: 11.065 eV
* net charge: 0
* 2S+1: 1
* SMILES string: O.O.O.O.O.O

Positions of all 18 atoms, in Å:
1 O -3.568 2.079 3.469
2 H -4.336 1.764 2.992
3 H -2.900 1.412 3.315
4 O -1.083 3.287 -4.089
5 H -0.569 3.086 -4.871
6 H -0.763 2.674 -3.427
7 O -0.328 -3.813 -1.003
8 H -0.127 -4.041 -0.096
9 H 0.397 -3.251 -1.276
10 O 3.332 -1.446 -0.715
11 H 3.992 -1.536 -1.402
12 H 3.762 -1.774 0.075
13 O 0.296 0.950 -1.000
14 H 0.075 0.783 -0.084
15 H 1.117 0.478 -1.139
16 O -0.111 -0.038 3.058
17 H 0.056 -0.976 3.145
18 H 0.759 0.361 3.048

b.
Here is a structure of composition H12O6 from the OMol25 dataset. Energies are from wB97M-V/def2-TZVPD.

* highest occupied orbital energy: -10.3 eV
* orbital gap: 10.319 eV
* net charge: 0
* 2S+1: 1

Positions of all 18 atoms, in Å:
1 O 1.485 0.180 2.782
2 H 0.996 0.164 1.959
3 H 2.163 -0.486 2.670
4 O 0.264 -0.537 -0.650
5 H 1.133 -0.239 -0.919
6 H 0.025 0.041 0.074
7 O -0.071 0.953 1.043
8 H 0.283 1.528 1.722
9 H -0.983 0.814 1.298
10 O -0.343 -2.309 0.300
11 H -0.082 -2.076 1.191
12 H 0.104 -1.671 -0.256
13 O -0.609 -0.008 -2.656
14 H -0.500 -0.658 -3.350
15 H -0.488 -0.500 -1.844
16 O -0.811 1.781 -1.268
17 H -1.052 0.859 -1.354
18 H -1.513 2.164 -0.742

c.
Here is a cluster of 6 separate species, H12O6 in total from the OMol25 dataset. Energies are from wB97M-V/def2-TZVPD.

* highest occupied orbital energy: -10.2 eV
* orbital gap: 10.277 eV
* net charge: 0
* 2S+1: 1
* SMILES string: O.O.O.O.O.O

Positions of all 18 atoms, in Å:
1 O 1.045 -0.156 2.461
2 H 1.052 -0.074 1.490
3 H 1.675 -0.830 2.698
4 O -0.981 -2.090 -0.064
5 H -0.890 -1.688 -0.918
6 H -1.943 -2.175 0.055
7 O 1.102 0.477 -0.170
8 H 0.292 0.889 -0.477
9 H 1.745 0.397 -0.849
10 O -1.355 1.921 -0.597
11 H -2.141 1.374 -0.407
12 H -1.625 2.662 -1.168
13 O 1.168 -2.004 -2.663
14 H 1.446 -1.939 -1.758
15 H 1.125 -2.974 -2.850
16 O -0.771 2.244 2.033
17 H -0.063 1.576 2.109
18 H -0.888 2.392 1.079

d.
Here is a cluster of 6 separate species, H12O6 in total from the OMol25 dataset. Energies are from wB97M-V/def2-TZVPD.

* highest occupied orbital energy: -10.9 eV
* orbital gap: 11.408 eV
* net charge: 0
* 2S+1: 1
* SMILES string: O.O.O.O.O.O

Positions of all 18 atoms, in Å:
1 O -1.231 1.670 0.737
2 H -0.851 1.078 1.394
3 H -0.467 2.237 0.672
4 O -2.209 -1.917 -0.076
5 H -2.449 -2.827 -0.227
6 H -2.301 -1.388 -0.914
7 O 1.195 1.072 1.714
8 H 1.099 0.129 1.445
9 H 2.118 1.289 1.902
10 O 0.507 -1.181 0.696
11 H 0.076 -0.978 -0.206
12 H 0.063 -1.978 0.958
13 O 2.078 0.847 -1.518
14 H 1.898 -0.095 -1.387
15 H 3.052 0.832 -1.442
16 O -0.763 0.015 -1.338
17 H -0.830 0.781 -1.919
18 H -0.985 0.413 -0.491

According to the calculations, the structures order from most to least stable as d, c, a, b.